20
Properties=species:S:1:pos:R:3:forces:R:3 method="wB97M-V/def2-TZVPD" relative_energy_kcal_mol=175.82 lumo_energy_ev="0.8 / 0.8"
C 0.39411 0.21275 0.00310 2.77 2.70 3.27
C -0.63995 1.28708 -0.26974 -0.15 0.13 0.15
C 1.41787 0.75337 1.52655 -1.55 -0.08 -2.53
C 1.43979 0.05589 -1.08360 -0.30 -0.31 -0.18
N 0.03303 -0.98485 0.60053 -2.61 -1.96 -1.32
N -2.15120 -1.37563 -0.96562 0.57 -0.25 0.51
O -0.77946 -1.60179 -0.94955 0.04 -0.09 1.28
O -1.00139 -0.81526 1.53510 1.15 0.00 -1.03
H -0.85549 -1.56578 2.13167 -0.11 0.07 -0.28
H -2.59033 -2.26914 -0.75718 -0.11 0.12 -0.19
H -2.40296 -1.07768 -1.90685 0.15 0.06 0.19
H 1.94972 1.00474 -1.27053 -0.07 -0.07 0.20
H 0.95575 -0.24840 -2.01542 0.07 0.00 0.11
H 2.17115 -0.70883 -0.81630 -0.02 0.09 0.01
H -0.21753 2.27628 -0.06743 0.06 -0.14 -0.08
H -1.53309 1.17992 0.34698 0.14 -0.10 -0.03
H -0.94997 1.27012 -1.31546 0.02 -0.10 -0.01
H 2.04614 -0.05717 1.88843 -0.14 -0.07 -0.20
H 0.70722 1.09550 2.27514 0.04 -0.03 -0.06
H 2.00660 1.56887 1.11021 0.05 0.03 0.20


20
Properties=species:S:1:pos:R:3:forces:R:3 method="wB97M-V/def2-TZVPD" relative_energy_kcal_mol=60.13 lumo_energy_ev=0.7 smiles="CNCNC.O=CO"
C -0.93000 -0.50998 -1.58552 -0.17 -0.20 0.18
N -0.95355 -0.30211 -0.14477 -1.17 -0.89 0.73
C 0.21056 -0.83479 0.54328 -0.18 -0.10 0.05
N 1.39345 -0.08673 0.16203 -0.14 0.20 -0.01
C 2.62352 -0.65968 0.67845 -0.02 -0.02 0.04
H -0.90972 -1.57546 -1.83918 -0.01 0.00 -0.09
H -1.81365 -0.05197 -2.02388 0.00 -0.01 -0.04
H -0.03196 -0.04430 -1.99015 -0.04 -0.02 -0.02
H -1.87963 -0.56290 0.35616 2.20 0.06 -1.43
H 0.00370 -0.79536 1.62552 0.01 -0.05 -0.09
H 0.38617 -1.88578 0.26666 0.04 0.05 0.11
H 1.29997 0.86961 0.48825 0.00 -0.07 -0.02
H 2.76054 -1.64931 0.24186 0.07 -0.02 0.02
H 3.46132 -0.03299 0.37677 0.04 -0.05 0.02
H 2.63886 -0.76198 1.77379 0.01 -0.02 -0.05
O -2.65901 0.97335 1.16020 1.01 1.30 -0.67
C -1.72857 1.50440 0.54437 -1.25 0.03 1.29
O -1.95418 2.14100 -0.63613 -0.24 -0.07 -0.07
H -0.78616 1.81480 1.03707 -0.20 -0.10 -0.14
H -1.13167 2.45019 -1.03479 0.05 -0.02 0.21


20
Properties=species:S:1:pos:R:3:forces:R:3 method="wB97M-V/def2-TZVPD" relative_energy_kcal_mol=87.25 lumo_energy_ev=0.9 smiles="NCCNCC=O.O"
N 0.86363 2.13406 -0.09267 -1.42 -2.75 0.53
C -0.07709 1.44928 -1.05457 1.39 2.78 -3.37
C -0.22366 -0.06546 -0.88074 3.44 2.23 -0.43
N -1.49322 -0.56893 -0.64569 -1.59 -1.68 0.43
C -1.35747 -1.73311 0.15464 -0.70 -4.18 -0.58
C -1.83744 -1.70571 1.60673 0.17 0.37 0.96
O -2.36962 -0.70078 2.01663 -0.03 -0.30 0.06
H 1.04627 3.07473 -0.40206 -0.33 0.26 0.65
H 0.43293 1.96391 0.85764 0.93 1.27 -1.30
H 0.47722 1.56987 -2.15925 -1.43 0.03 2.77
H -1.01569 2.09384 -1.19473 0.77 -1.41 0.39
H 0.45233 -0.29967 0.00771 -0.33 0.16 -1.22
H 0.28752 -0.40319 -1.86068 -0.98 -0.58 1.69
H -2.23728 0.00235 -0.29592 0.14 0.82 0.08
H -1.89828 -2.68879 -0.27804 0.40 1.61 0.57
H -0.32257 -2.10465 0.02490 -0.40 0.12 0.70
H -1.74221 -2.60507 2.37646 0.10 1.13 -1.88
O 3.70321 0.08409 0.99229 1.11 -0.42 -1.07
H 2.98257 0.57320 0.59045 -0.36 0.32 -0.12
H 4.32883 -0.06996 0.23691 -0.88 0.21 1.14


20
Properties=species:S:1:pos:R:3:forces:R:3 method="wB97M-V/def2-TZVPD" relative_energy_kcal_mol=70.21 lumo_energy_ev=0.5 smiles="NCC=O.NCCO"
N 1.87988 -1.17814 0.74912 0.07 0.18 0.06
C 2.15661 -0.16872 -0.26164 -0.45 -0.51 0.01
C 1.21730 1.00406 -0.08965 1.36 1.03 1.69
O 0.74591 1.29459 1.00071 0.26 -0.57 -1.55
H 1.87667 -0.74693 1.66758 0.06 -0.07 -0.01
H 2.55765 -1.92901 0.73268 -0.06 0.05 0.01
H 3.17780 0.24916 -0.20701 -0.20 0.14 -0.10
H 2.03693 -0.60308 -1.25883 0.03 0.08 0.04
H 1.28352 1.74695 -0.90706 -0.63 -0.14 -0.08
N -2.14533 0.95043 0.99474 0.06 0.23 1.05
C -1.94045 0.88051 -0.38955 2.18 -1.95 -1.56
C -1.21347 -0.64340 -0.87570 -2.81 1.01 0.35
O -0.94931 -1.47446 0.21628 0.70 0.17 0.17
H -2.73539 0.19286 1.32538 0.36 0.08 0.07
H -1.23584 0.94993 1.47509 -0.87 -0.16 -0.11
H -1.24892 1.65861 -0.70321 -0.23 0.28 -0.05
H -2.86240 0.95041 -0.95994 -0.04 0.04 0.01
H -2.10466 -1.07772 -1.33073 0.04 -0.27 -0.24
H -0.47540 -0.70045 -1.68144 0.43 0.62 0.27
H -0.02111 -1.35560 0.50320 -0.26 -0.21 -0.04